w.
Here is an isolated ion of composition C4H11N2 and charge +1 from the OMol25 dataset. Energies are from ωB97M-V with the def2-TZVPD basis set.

Bonds (Å) are listed after each position.
Positions of all 17 atoms, in Å:
1 C -0.36335 1.26091 -0.31244  C3 1.721, N5 1.468, H7 1.125, H8 1.155
2 C -1.63049 -0.69532 -0.03703  N5 1.413, N6 1.561, H9 1.145, H10 1.151
3 C 0.75850 -0.04283 -0.35967  C1 1.721, C4 1.543, N6 1.567, H11 1.112
4 C 2.06818 0.22734 0.41067  C3 1.543, H12 1.109, H13 1.144, H14 1.137
5 N -1.46437 0.62922 0.42514  C1 1.468, C2 1.413, H15 1.012
6 N -0.16966 -1.23968 0.04282  C2 1.561, C3 1.567, H16 1.103, H17 0.996
7 H -0.21418 2.14956 0.36072  C1 1.125
8 H -0.63922 1.45808 -1.41705  C1 1.155
9 H -2.36250 -1.29557 0.60677  C2 1.145
10 H -2.09664 -0.76922 -1.08653  C2 1.151
11 H 0.87299 -0.10116 -1.46395  C3 1.112
12 H 2.10121 0.09722 1.51149  C4 1.109
13 H 2.53714 1.19963 0.03259  C4 1.144
14 H 2.88921 -0.47729 0.05953  C4 1.137
15 H -2.15892 1.27547 0.77765  N5 1.012
16 H -0.05044 -1.68023 1.04724  N6 1.103
17 H -0.07747 -1.99615 -0.59796  N6 0.996

As for the gap between HOMO and LUMO: 0.377 Ha. As for the structure (SMILES): C[C@@H]1CNC[NH2+]1. Its charge is +1. The HOMO energy is -13.55 eV.

Which charges does Mulliken predict for the atoms? In e, they are: C -0.559; C -0.463; C 0.111; C -1.245; N -0.280; N -0.252; H 0.378; H 0.246; H 0.350; H 0.307; H 0.309; H 0.353; H 0.333; H 0.370; H 0.258; H 0.420; H 0.365

=====

x.
Here is a 2-piece molecular cluster, C4H11N2 overall from the OMol25 dataset. Energies are from ωB97M-V with the def2-TZVPD basis set.

Bonds (Å) are listed after each position.
Positions of all 17 atoms, in Å:
1 C 1.23646 -1.46295 -1.13614  C2 1.559, H7 1.088, H8 1.081, H9 1.073
2 C -0.29461 -1.22296 -0.96602  C1 1.559, C3 1.504, H10 1.075, H11 1.087
3 C -0.49918 0.09886 -0.27768  C2 1.504, C4 1.463, N6 1.273
4 C -0.98467 0.08549 1.10222  C3 1.463, N5 1.272, H12 1.083
5 N -1.15944 1.15105 1.77441  C4 1.272, H13 1.017, H15 1.019
6 N -0.29300 1.15677 -0.95534  C3 1.273, H16 1.018
7 H 1.64787 -1.63651 -0.14345  C1 1.088
8 H 1.64799 -0.50060 -1.40469  C1 1.081
9 H 1.49641 -2.26166 -1.80357  C1 1.073
10 H -0.78119 -2.01988 -0.43388  C2 1.075
11 H -0.69007 -1.22855 -1.97887  C2 1.087
12 H -1.22962 -0.85678 1.57685  C4 1.083
13 H -1.38250 1.01056 2.75634  N5 1.017
14 H 6.45587 1.76576 1.20277  H17 0.733
15 H -0.51430 1.92130 1.60606  N5 1.019
16 H -0.61334 2.00029 -0.48481  N6 1.018
17 H 6.08419 1.35883 1.68671  H14 0.733

As for the gap between HOMO and LUMO: 0.320 Ha. Its charge is +1. The HOMO energy is -15.42 eV.

Which charges does Mulliken predict for the atoms? In e, they are: C -1.138; C -0.498; C 0.382; C 0.118; N -0.285; N -0.498; H 0.328; H 0.367; H 0.347; H 0.340; H 0.300; H 0.387; H 0.323; H 0.017; H 0.293; H 0.233; H -0.017

=====

Pick w: it beats the second-best structure by 105.1 kJ/mol.

=====

w.
Here is an isolated ion of composition C4H11N2 and charge +1 from the OMol25 dataset. Energies are from ωB97M-V with the def2-TZVPD basis set.

Bonds (Å) are listed after each position.
Positions of all 17 atoms, in Å:
1 C 0.64177 -1.88570 0.87784  C2 1.549, H7 1.106, H8 1.090, H9 1.086
2 C -0.69162 -1.09870 0.90551  C1 1.549, C3 1.569, H10 1.105, H11 1.103
3 C -0.46112 0.10434 -0.07508  C2 1.569, C4 1.326, N6 1.383
4 C 0.49515 0.95641 0.26735  C3 1.326, N5 1.492, H12 1.078
5 N 0.71583 2.08518 -0.68267  C4 1.492, H13 1.024, H14 1.023, H15 1.032
6 N -1.18367 0.14921 -1.25329  C3 1.383, H16 1.009, H17 1.010
7 H 0.85354 -2.01554 -0.20011  C1 1.106
8 H 0.54697 -2.83261 1.40966  C1 1.090
9 H 1.47114 -1.26537 1.20533  C1 1.086
10 H -1.05424 -0.50659 1.76495  C2 1.105
11 H -1.57744 -1.66613 0.57536  C2 1.103
12 H 1.13154 1.01917 1.13516  C4 1.078
13 H 0.35106 2.98628 -0.36242  N5 1.024
14 H 1.70140 2.30749 -0.84570  N5 1.023
15 H 0.31230 1.70202 -1.55179  N5 1.032
16 H -1.13915 -0.58125 -1.94805  N6 1.009
17 H -2.11346 0.54181 -1.22204  N6 1.010

As for the gap between HOMO and LUMO: 0.382 Ha. As for the structure (SMILES): CC/C(N)=C/[NH3+]. Its charge is +1. The HOMO energy is -13.89 eV.

Which charges does Mulliken predict for the atoms? In e, they are: C -0.985; C -0.547; C 0.514; C -0.820; N -0.247; N -0.538; H 0.338; H 0.322; H 0.335; H 0.328; H 0.310; H 0.437; H 0.332; H 0.362; H 0.387; H 0.242; H 0.231

=====

x.
Here is an isolated ion of composition C4H11N2 and charge +1 from the OMol25 dataset. Energies are from ωB97M-V with the def2-TZVPD basis set.

Bonds (Å) are listed after each position.
Positions of all 17 atoms, in Å:
1 C 1.75375 1.43653 0.26631  C2 1.527, H7 1.086, H8 1.096, H9 1.090
2 C 1.34695 0.60999 -0.95185  C1 1.527, C3 1.520, H10 1.095, H11 1.086
3 C 0.54882 -0.65102 -0.66566  C2 1.520, N4 1.484, H12 1.093, H13 1.085
4 N -0.63600 -0.33028 0.16860  C3 1.484, C5 1.300, H14 1.013
5 C -1.65191 -1.12913 0.31228  N4 1.300, N6 1.313, H15 1.084
6 N -2.75037 -0.87083 0.98413  C5 1.313, H16 1.012, H17 1.009
7 H 1.55280 2.49287 0.11111  C1 1.086
8 H 1.26577 1.18240 1.21417  C1 1.096
9 H 2.82504 1.36063 0.45499  C1 1.090
10 H 0.75501 1.21726 -1.64477  C2 1.095
11 H 2.20613 0.31424 -1.54716  C2 1.086
12 H 0.17446 -1.07092 -1.60280  C3 1.093
13 H 1.13028 -1.40895 -0.15041  C3 1.085
14 H -0.60526 0.54443 0.67772  N4 1.013
15 H -1.55049 -2.10344 -0.15115  C5 1.084
16 H -3.51810 -1.52918 0.94135  N6 1.012
17 H -2.84687 -0.06461 1.58312  N6 1.009

As for the gap between HOMO and LUMO: 0.428 Ha. As for the structure (SMILES): CCCNC=[NH2+]. Its charge is +1. The HOMO energy is -15.17 eV.

Which charges does Mulliken predict for the atoms? In e, they are: C -1.062; C -0.556; C -0.643; N -0.135; C 0.211; N -0.302; H 0.288; H 0.335; H 0.319; H 0.330; H 0.385; H 0.433; H 0.321; H 0.222; H 0.364; H 0.258; H 0.233

=====

Pick x: it beats the second-best structure by 148.8 kJ/mol.

=====

w.
Here is an isolated ion of composition C4H11N2 and charge +1 from the OMol25 dataset. Energies are from ωB97M-V with the def2-TZVPD basis set.

Bonds (Å) are listed after each position.
Positions of all 17 atoms, in Å:
1 C -0.47187 2.19192 -0.34785  C2 1.526, H7 1.084, H8 1.094, H9 1.099
2 C 0.04705 0.93168 -1.03362  C1 1.526, C3 1.507, H10 1.088, H11 1.090
3 C 0.03037 -0.28314 -0.14151  C2 1.507, C4 1.321, N6 1.498
4 C -0.03126 -1.54953 -0.51263  C3 1.321, N5 1.410, H12 1.091
5 N 0.09140 -2.60363 0.41650  C4 1.410, H13 1.009, H14 1.010
6 N 0.26454 -0.05838 1.32073  C3 1.498, H15 1.023, H16 1.023, H17 1.028
7 H -1.42711 2.06918 0.14873  C1 1.084
8 H -0.58116 3.00510 -1.07130  C1 1.094
9 H 0.26783 2.63327 0.33513  C1 1.099
10 H -0.57911 0.65984 -1.88097  C2 1.088
11 H 1.04664 1.11130 -1.42980  C2 1.090
12 H -0.18883 -1.78443 -1.56600  C4 1.091
13 H -0.50645 -3.37445 0.15778  N5 1.009
14 H 1.04424 -2.87634 0.61020  N5 1.010
15 H 0.15428 0.93712 1.53104  N6 1.023
16 H -0.36845 -0.64604 1.86974  N6 1.023
17 H 1.20789 -0.36347 1.59381  N6 1.028

As for the gap between HOMO and LUMO: 0.380 Ha. As for the structure (SMILES): CC/C([NH3+])=C/N. Its charge is +1. The HOMO energy is -13.82 eV.

Which charges does Mulliken predict for the atoms? In e, they are: C -1.505; C -0.248; C -0.198; C -0.041; N -0.571; N -0.189; H 0.427; H 0.349; H 0.405; H 0.369; H 0.257; H 0.396; H 0.259; H 0.230; H 0.327; H 0.376; H 0.359

=====

x.
Here is a 2-piece molecular cluster, C4H11N2 overall from the OMol25 dataset. Energies are from ωB97M-V with the def2-TZVPD basis set.

Bonds (Å) are listed after each position.
Positions of all 17 atoms, in Å:
1 C 0.33938 -2.06993 -0.11191  C2 1.546, H5 1.113, H6 1.112, H7 1.118
2 C 0.46586 -0.60808 -0.60002  C1 1.546, C3 1.388, H8 1.103
3 C 1.25676 0.18769 0.21643  C2 1.388, N4 1.353, H9 1.092
4 N 1.78118 1.39045 -0.11223  C3 1.353, H10 0.984, H11 1.022
5 H 0.26767 -2.16409 0.99432  C1 1.113
6 H -0.55170 -2.56050 -0.56188  C1 1.112
7 H 1.23429 -2.66559 -0.42064  C1 1.118
8 H 0.28010 -0.33587 -1.65277  C2 1.103
9 H 1.61309 -0.22069 1.16434  C3 1.092
10 H 2.29387 1.87196 0.57659  N4 0.984
11 H 1.21657 2.01706 -0.68944  N4 1.022
12 C -1.67482 -0.12086 0.13902  N13 1.307, H14 1.092, H15 1.088
13 N -1.94955 1.13912 0.35139  C12 1.307, H16 1.060, H17 1.027
14 H -1.95602 -0.51026 -0.84161  C12 1.092
15 H -1.43966 -0.76603 0.98273  C12 1.088
16 H -1.89059 1.53049 1.33427  N13 1.060
17 H -2.21216 1.76363 -0.42108  N13 1.027

As for the gap between HOMO and LUMO: 0.301 Ha. Its charge is +1. The HOMO energy is -12.50 eV.

Which charges does Mulliken predict for the atoms? In e, they are: C -1.201; C -0.406; C 0.098; N -0.393; H 0.367; H 0.344; H 0.324; H 0.394; H 0.347; H 0.257; H 0.234; C -0.447; N -0.248; H 0.390; H 0.378; H 0.290; H 0.272

=====

y.
Here is an isolated ion of composition C4H11N2 and charge +1 from the OMol25 dataset. Energies are from ωB97M-V with the def2-TZVPD basis set.

Bonds (Å) are listed after each position.
Positions of all 17 atoms, in Å:
1 C 0.77476 1.05972 2.24051  C2 1.549, H7 1.093, H8 1.098, H9 1.098
2 C -0.24887 1.12632 1.08031  C1 1.549, C3 1.531, H10 1.101, H11 1.087
3 C -0.13269 -0.10663 0.17989  C2 1.531, N6 1.550, H12 1.094, H13 1.106
4 N -0.33557 -1.99988 -1.78565  C5 1.349, H14 1.013, H15 1.005
5 C -0.16276 -0.74092 -2.23885  N4 1.349, N6 1.335, H16 1.095
6 N 0.07330 0.20294 -1.32525  C3 1.550, C5 1.335, H17 1.017
7 H 1.40140 0.17301 2.11773  C1 1.093
8 H 0.35662 1.07464 3.25521  C1 1.098
9 H 1.36499 1.98499 2.25420  C1 1.098
10 H -1.26034 1.03289 1.50392  C2 1.101
11 H -0.23242 1.99166 0.42202  C2 1.087
12 H 0.74957 -0.74168 0.30626  C3 1.094
13 H -0.99467 -0.79839 0.21894  C3 1.106
14 H -0.89254 -2.68055 -2.28845  N4 1.013
15 H 0.28149 -2.29069 -1.04778  N4 1.005
16 H -0.45011 -0.37759 -3.23108  C5 1.095
17 H -0.29214 1.09017 -1.66191  N6 1.017

As for the gap between HOMO and LUMO: 0.402 Ha. As for the structure (SMILES): CCC/[NH+]=C\N. Its charge is +1. The HOMO energy is -15.26 eV.

Which charges does Mulliken predict for the atoms? In e, they are: C -1.064; C -0.266; C -0.688; N -0.334; C 0.136; N -0.193; H 0.317; H 0.309; H 0.270; H 0.284; H 0.345; H 0.338; H 0.357; H 0.240; H 0.247; H 0.390; H 0.311

=====

Pick w: it beats the second-best structure by 19.3 kJ/mol.